[1]
63
Properties=species:S:1:pos:R:3:lowdin_charge:R:1 method="wB97M-V/def2-TZVPD" e_tot_ev=-45777.0690 total_charge=+1 lumo_ev=-3.3
C 2.1435 0.5917 -4.5705 -0.104
C 2.5201 -0.1438 -5.8381 -0.770
Cl 2.7203 0.9891 -7.1991 0.671
C 1.5689 -1.2760 -6.2001 -0.370
S 0.0401 -0.7437 -7.0339 1.177
C -1.1670 -0.6416 -5.7252 -0.467
C -1.5244 0.5829 -5.1759 -0.082
C -2.4627 0.5815 -4.1517 -0.035
C -2.9947 -0.6304 -3.7126 -0.044
C -2.6296 -1.8468 -4.2727 -0.037
C -1.7034 -1.8613 -5.3096 -0.079
H 2.1226 -0.0945 -3.7303 0.096
H 1.1969 1.1171 -4.6586 0.066
H 2.9143 1.3281 -4.3667 0.089
H 3.4952 -0.5966 -5.6892 0.111
H 2.0105 -2.0323 -6.8387 0.097
H 1.2333 -1.7592 -5.2871 0.103
H 0.2706 0.5544 -7.3120 -0.011
H -1.0767 1.4890 -5.5491 0.112
H -2.7500 1.5171 -3.7033 0.120
H -3.7058 -0.6143 -2.8998 0.112
H -3.0335 -2.7855 -3.9348 0.120
H -1.4062 -2.7795 -5.7909 0.117
C -2.1420 0.6927 -0.0681 -0.110
C -1.4863 -0.6797 0.0483 -0.270
C -2.4406 -1.7741 0.5199 -0.228
C -3.0213 -1.5439 1.9161 -0.220
C -1.9779 -1.3669 3.0196 -0.265
C -1.0792 -2.5843 3.2142 -0.103
H -2.5188 1.0454 0.8918 0.070
H -1.4219 1.4299 -0.4288 0.069
H -2.9792 0.6668 -0.7713 0.058
H -0.6300 -0.6156 0.7247 0.088
H -1.0816 -0.9634 -0.9299 0.093
H -1.9180 -2.7344 0.4935 0.102
H -3.2691 -1.8635 -0.1926 0.102
H -3.6673 -2.3903 2.1665 0.112
H -3.6724 -0.6655 1.9017 0.103
H -2.5003 -1.1587 3.9561 0.110
H -1.3598 -0.4865 2.8173 0.078
H -1.6703 -3.4691 3.4577 0.077
H -0.3759 -2.4178 4.0310 0.068
H -0.4943 -2.8044 2.3191 0.065
C 1.2263 1.5763 2.2188 -0.110
C 1.8345 0.6558 3.2734 -0.264
C 1.2342 0.8473 4.6650 -0.229
C 1.4340 2.2395 5.2662 -0.226
C 2.8906 2.6855 5.3845 -0.270
C 3.7280 1.7924 6.2953 -0.110
H 1.3991 2.6286 2.4466 0.068
H 1.6629 1.3750 1.2380 0.068
H 0.1472 1.4157 2.1458 0.056
H 2.9174 0.8012 3.3049 0.100
H 1.6762 -0.3836 2.9699 0.097
H 1.6539 0.0943 5.3373 0.103
H 0.1593 0.6413 4.6186 0.100
H 0.9772 2.2545 6.2602 0.111
H 0.8841 2.9765 4.6739 0.101
H 2.9081 3.7056 5.7756 0.105
H 3.3524 2.7340 4.3942 0.097
H 3.3065 1.7605 7.3017 0.076
H 4.7489 2.1679 6.3732 0.070
H 3.7836 0.7694 5.9201 0.064

=====

[2]
82
Properties=species:S:1:pos:R:3:lowdin_charge:R:1 method="wB97M-V/def2-TZVPD" smiles="COC(=O)OCCN.C1CCOC1.C1CCOC1.C1CCOC1.C1CCOC1.C1CCOC1" e_tot_ev=-43550.1639 lumo_ev=0.8
C 0.3569 -1.8131 -3.8278 0.002
O 1.0579 -3.0682 -3.7736 -0.004
C 1.0370 -3.8004 -4.8875 -0.601
O 0.3749 -3.5704 -5.8571 0.144
O 1.8789 -4.8503 -4.7835 0.015
C 1.5149 -5.8258 -3.7897 -0.146
C 2.2325 -5.6043 -2.4558 -0.241
N 1.3510 -5.8575 -1.3087 0.008
H -0.5996 -1.9226 -4.3329 0.103
H 0.9599 -1.0758 -4.3535 0.090
H 0.1883 -1.4979 -2.8044 0.063
H 0.4295 -5.8109 -3.6536 0.128
H 1.7753 -6.7856 -4.2305 0.125
H 2.6229 -4.5862 -2.4556 0.108
H 3.0801 -6.2911 -2.4002 0.103
H 1.4777 -5.1528 -0.5958 0.061
H 0.3748 -5.8386 -1.5727 0.059
C 0.9183 -8.4260 2.8899 -0.171
C 1.2573 -9.3467 1.7189 -0.170
C 0.0811 -9.0972 0.7831 -0.209
O -0.3210 -7.7469 1.0017 -0.154
C 0.3198 -7.2278 2.1633 -0.215
H 1.7812 -8.1587 3.4986 0.109
H 0.1724 -8.8914 3.5375 0.112
H 2.1880 -9.0257 1.2473 0.113
H 1.3570 -10.3948 1.9982 0.109
H -0.7578 -9.7631 1.0144 0.115
H 0.3403 -9.2169 -0.2697 0.114
H 1.1037 -6.5259 1.8559 0.108
H -0.4181 -6.6865 2.7575 0.115
C -1.3705 1.1653 0.7083 -0.164
C -0.2593 0.1434 0.9252 -0.164
C -0.5364 -0.8515 -0.1942 -0.210
O -1.1004 -0.0978 -1.2718 -0.158
C -1.4514 1.2106 -0.8107 -0.196
H -1.1514 2.1332 1.1524 0.088
H -2.3098 0.7962 1.1270 0.117
H 0.7149 0.6162 0.7878 0.116
H -0.2770 -0.3173 1.9117 0.113
H -1.2553 -1.6159 0.1204 0.119
H 0.3652 -1.3547 -0.5498 0.108
H -0.7410 1.9345 -1.2241 0.119
H -2.4476 1.4544 -1.1823 0.116
C -0.3095 5.1098 4.2390 -0.170
C 1.1327 4.7252 4.5606 -0.164
C 1.1666 3.2666 4.1231 -0.203
O 0.2500 3.1553 3.0321 -0.160
C -0.5467 4.3401 2.9471 -0.209
H -0.4614 6.1816 4.1341 0.099
H -0.9779 4.7503 5.0247 0.117
H 1.8246 5.3194 3.9600 0.115
H 1.3941 4.8546 5.6098 0.112
H 0.8412 2.6035 4.9320 0.117
H 2.1511 2.9403 3.7852 0.116
H -0.2271 4.9223 2.0756 0.120
H -1.5895 4.0507 2.8042 0.114
C 1.0396 1.4787 -8.4760 -0.172
C 0.2877 0.1625 -8.6658 -0.167
C 0.8162 -0.6658 -7.5021 -0.199
O 1.1003 0.2670 -6.4512 -0.158
C 1.0587 1.6000 -6.9574 -0.208
H 0.5622 2.3308 -8.9582 0.109
H 2.0571 1.3918 -8.8629 0.112
H -0.7873 0.3235 -8.5601 0.113
H 0.4688 -0.3097 -9.6303 0.111
H 1.7407 -1.1857 -7.7744 0.122
H 0.1083 -1.4064 -7.1345 0.103
H 0.1529 2.0958 -6.5907 0.117
H 1.9255 2.1451 -6.5805 0.115
C -3.4887 8.6875 6.3887 -0.169
C -2.4630 9.7195 6.8537 -0.170
C -1.1755 8.9061 6.8176 -0.203
O -1.3333 7.9579 5.7603 -0.160
C -2.6964 7.9254 5.3344 -0.211
H -4.4019 9.1265 5.9896 0.111
H -3.7590 8.0251 7.2134 0.114
H -2.4102 10.5469 6.1432 0.113
H -2.6716 10.1296 7.8407 0.111
H -1.0206 8.3690 7.7594 0.117
H -0.2902 9.5099 6.6153 0.117
H -2.7777 8.4075 4.3541 0.119
H -3.0058 6.8840 5.2327 0.113

=====

[3]
10
Properties=species:S:1:pos:R:3:lowdin_charge:R:1 method="wB97M-V/def2-TZVPD" e_tot_ev=-9671.9500 e_above_lowest_kcal_mol=126.9 lumo_ev=0.1
N 2.4097 -1.0468 0.9248 0.157
C 1.3225 -0.6603 0.4999 -0.099
N -0.8731 1.1128 -1.8916 0.091
N -1.6540 0.9994 -0.9448 -0.003
O -0.7473 0.3698 1.2538 0.063
C -1.2790 -0.0209 0.0210 -0.305
C 0.1152 -0.2501 0.2855 -0.191
H 3.1464 -0.3413 0.9324 0.080
H -2.0126 -0.8235 0.0660 0.152
H -0.0538 0.4751 -1.7316 0.056

=====

[4]
105
Properties=species:S:1:pos:R:3:lowdin_charge:R:1 method="wB97M-V/def2-TZVPD" e_tot_ev=-163163.3833 total_charge=+1 lumo_ev=-7.2
Hg -27.1502 -32.2238 22.4890 1.461
C -28.3550 -28.0534 23.2652 -0.712
F -27.0357 -28.1510 23.3540 0.145
F -28.8200 -26.9550 23.7689 0.199
F -28.5917 -28.0364 21.9559 0.131
S -29.1556 -29.5431 23.9985 0.516
O -28.8985 -29.5429 25.4109 -0.272
O -30.5360 -29.3868 23.6331 -0.264
O -28.4662 -30.6521 23.2964 -0.443
C -31.7845 -30.2349 26.8797 -0.090
C -31.5818 -31.7345 26.9554 -0.436
C -31.0429 -32.1559 28.3194 -0.278
F -30.8495 -33.5261 28.3614 0.061
F -29.9876 -31.4938 28.8236 0.117
F -32.7210 -32.4218 26.7311 0.145
F -30.7256 -32.0403 25.9256 0.088
O -32.7583 -29.7424 27.7593 0.046
C -32.6145 -28.3957 28.0441 -0.523
C -33.8960 -27.9560 28.7631 -0.274
F -34.0620 -28.7061 29.8957 0.095
F -33.8697 -26.6381 29.0290 0.116
F -31.5395 -28.1982 28.8261 0.163
F -32.4464 -27.7370 26.8661 0.144
H -32.1773 -30.0266 25.8741 0.146
H -30.7995 -29.7687 26.7805 0.127
H -31.8997 -32.0799 29.0019 0.180
H -34.7488 -28.1738 28.1086 0.174
C -27.3432 -23.2593 20.7848 -0.074
C -27.4248 -24.6638 20.1713 -0.427
C -26.1258 -24.9759 19.4132 -0.291
F -25.0229 -24.6388 20.1412 0.079
F -26.0070 -26.2580 18.9955 0.093
F -27.7706 -25.6583 20.9913 0.138
F -28.3845 -24.5838 19.1892 0.099
O -27.4065 -22.2456 19.8298 0.037
C -28.5470 -21.4789 19.8056 -0.563
C -28.4153 -20.5927 18.5562 -0.226
F -28.5648 -21.2919 17.3895 0.091
F -29.5232 -19.7582 18.5612 0.070
F -29.6699 -22.2108 19.7100 0.165
F -28.5973 -20.7559 20.9315 0.167
H -26.4584 -23.2719 21.4321 0.147
H -28.0681 -23.0253 21.5767 0.153
H -26.1499 -24.3658 18.5037 0.175
H -27.4554 -20.0712 18.6023 0.175
C -25.6456 -27.8356 27.7587 -0.058
C -24.2186 -28.1428 27.3293 -0.410
C -24.1972 -28.6514 25.8861 -0.318
F -23.0055 -29.1743 25.6028 0.122
F -25.1550 -29.5621 25.5882 0.076
F -23.5016 -26.9636 27.3457 0.108
F -23.5725 -28.9309 28.2360 0.125
O -26.1948 -26.9698 26.7784 0.046
C -27.1338 -26.0731 27.1646 -0.618
C -28.4264 -26.7990 27.4842 -0.230
F -28.2634 -27.6921 28.5187 0.077
F -29.5260 -26.0370 27.8432 0.073
F -26.7106 -25.3699 28.2183 0.179
F -27.2930 -25.2723 26.1492 0.209
H -25.6365 -27.4269 28.7675 0.159
H -26.1899 -28.7844 27.6996 0.133
H -24.4183 -27.8285 25.2101 0.171
H -28.8107 -27.3256 26.6010 0.149
C -35.4449 -25.5120 23.3853 -0.016
C -36.4867 -26.1886 24.3022 -0.390
C -36.5771 -27.7246 24.1982 -0.293
F -36.9233 -28.1993 22.9777 0.101
F -35.4346 -28.3216 24.6323 0.082
F -36.1957 -25.9296 25.6171 0.103
F -37.7006 -25.5911 24.0152 0.102
O -34.3838 -26.4227 23.1223 0.036
C -33.5465 -26.1069 22.1304 -0.558
C -32.9290 -27.4199 21.6596 -0.238
F -33.8960 -28.1305 20.9736 0.064
F -31.8967 -27.3134 20.7726 0.087
F -34.1625 -25.4428 21.1176 0.141
F -32.5526 -25.2652 22.5217 0.143
H -35.1254 -24.5955 23.8855 0.156
H -35.8725 -25.2446 22.4225 0.146
H -37.3925 -28.0057 24.8853 0.173
H -32.6226 -28.0168 22.5245 0.161
O -26.8742 -32.2361 24.7220 -0.026
C -26.8734 -32.6304 25.8789 -0.419
O -26.0205 -33.5691 26.2484 0.078
C -25.9458 -33.6480 27.6958 -0.103
C -27.2855 -33.1066 28.1627 -0.120
C -27.6733 -32.1343 27.0400 -0.049
H -25.0861 -33.1235 28.1173 0.137
H -25.8088 -34.7122 27.8825 0.135
H -27.3294 -32.6633 29.1523 0.129
H -27.9631 -33.9628 28.1769 0.123
H -27.4343 -31.0890 27.2408 0.135
H -28.7377 -32.2097 26.8679 0.097
O -28.8441 -32.4056 20.9448 -0.007
C -30.0027 -32.1199 20.7622 -0.470
O -30.9362 -33.0287 20.8836 0.084
C -32.2595 -32.4425 20.6589 -0.084
C -32.0610 -30.9531 20.8529 -0.133
C -30.6061 -30.7791 20.4459 -0.045
H -32.8784 -32.9728 21.3758 0.138
H -32.5413 -32.6791 19.6307 0.139
H -32.1232 -30.7549 21.9255 0.115
H -32.7845 -30.3537 20.3133 0.121
H -30.1237 -29.9545 20.9602 0.108
H -30.6098 -30.6288 19.3603 0.154